Record 1
Computed, not measured: a 2-piece molecular cluster, C3HNO3S overall, with wB97M-V/def2-TZVPD.

Calculated values
E in Ha: -793.5091
ΔE to the lowest compared entry with this formula, charge and spin in eV: 1.7861
Molar mass in g/mol: 131.11
Charge: -2

```
9
Properties=species:S:1:pos:R:3:nbo_charge:R:1
C 0.18 0.49 -1.60 0.2349
C 1.09 3.01 -2.98 0.4954
C 1.61 -0.73 0.32 0.4937
N 0.57 -0.05 -0.30 -0.7598
O -0.99 0.91 -1.66 -0.8044
O 0.53 3.73 -2.25 -0.5755
O 1.58 -0.91 1.53 -0.7497
S 2.78 -1.41 -0.74 -0.6538
H 0.01 0.32 0.58 0.3191
```

=====

Record 2
Computed, not measured: a 2-piece molecular cluster, C3HNO3S overall, with wB97M-V/def2-TZVPD.

Calculated values
E in Ha: -793.5039
ΔE to the lowest compared entry with this formula, charge and spin in eV: 1.9267
Molar mass in g/mol: 131.11
Charge: -2

```
9
Properties=species:S:1:pos:R:3:nbo_charge:R:1
C 0.07 1.21 0.21 0.2929
C 2.38 -0.02 -0.46 0.4181
C -0.97 -1.09 -0.09 0.4866
N -1.00 0.28 -0.05 -0.7380
O -0.43 2.43 0.18 -0.8522
O 3.32 0.18 0.22 -0.6981
O -2.01 -1.80 -0.16 -0.7613
S 0.60 -1.76 0.07 -0.4918
H -1.96 0.58 0.08 0.3439
```

=====

Record 3
Computed, not measured: one molecule with the formula C3HNO6, with wB97M-V/def2-TZVPD.

Calculated values
E in Ha: -620.8072
ΔE to the lowest compared entry with this formula, charge and spin in eV: 0.3645
Molar mass in g/mol: 147.04
SMILES string: O=C(O[N+](=O)[O-])c1coo1

```
11
Properties=species:S:1:pos:R:3:nbo_charge:R:1
O 1.92 -0.68 -0.34 -0.4625
C 0.87 -0.34 0.10 0.7247
O 0.25 -0.87 1.20 -0.4333
N -0.59 -2.04 0.95 0.7570
O -1.05 -2.50 1.92 -0.2807
O -0.66 -2.35 -0.16 -0.3100
C 0.12 0.81 -0.33 0.0331
C 0.32 1.95 -1.00 0.0910
O -1.01 2.39 -0.67 -0.1755
O -1.19 1.13 -0.07 -0.1785
H 1.04 2.51 -1.60 0.2346
```

=====

Record 4
Computed, not measured: one molecule with the formula C3HNOS, with wB97M-V/def2-TZVPD.

Calculated values
E in Ha: -643.0220
ΔE to the lowest compared entry with this formula, charge and spin in eV: 0.5106
Molar mass in g/mol: 99.11
SMILES string: N#CC(=O)C=S

```
7
Properties=species:S:1:pos:R:3:nbo_charge:R:1
N -1.42 0.97 1.78 -0.2300
C -0.85 0.77 0.79 0.1501
C -0.27 0.39 -0.53 0.4390
O -0.61 0.93 -1.53 -0.4253
C 0.78 -0.77 -0.44 -0.3776
S 0.76 -1.43 1.06 0.2024
H 1.61 -0.87 -1.13 0.2414
```

=====

Record 5
Computed, not measured: C3HNOS3 as an isolated structure, with wB97M-V/def2-TZVPD.

Calculated values
E in Ha: -1439.3538
ΔE to the lowest compared entry with this formula, charge and spin in eV: 4.0943
Molar mass in g/mol: 163.25
Charge: -2

```
9
Properties=species:S:1:pos:R:3:nbo_charge:R:1
C 0.68 -1.00 0.74 -0.1292
C -1.33 0.43 0.99 -0.5568
C -0.08 0.35 -1.21 0.4727
N 0.86 -0.11 -0.32 -0.6981
O 0.37 0.64 -2.35 -0.7253
S 2.08 -1.17 1.64 -0.5179
S -2.69 0.30 1.92 -0.3997
S -1.71 0.44 -0.68 0.2008
H 1.83 0.12 -0.72 0.3534
```

=====

Record 6
Computed, not measured: a 2-piece molecular cluster, C3HO2S overall, with wB97M-V/def2-TZVPD.

Calculated values
E in Ha: -663.5247
ΔE to the lowest compared entry with this formula, charge and spin in eV: 0.9127
Molar mass in g/mol: 101.11
Charge: -1

```
7
Properties=species:S:1:pos:R:3:nbo_charge:R:1
C 0.57 -1.86 0.90 -0.2858
C 0.38 -0.66 0.80 -0.7245
C -0.12 0.09 -1.32 1.0605
O -1.25 0.14 -1.00 -0.5759
O 0.96 0.22 -1.73 -0.5412
S 0.34 1.03 1.32 -0.0462
H -0.88 1.04 1.01 0.1132
```

=====

Record 7
Computed, not measured: an isolated ion of composition C3HO3 and charge -1, with wB97M-V/def2-TZVPD.

Calculated values
E in Ha: -340.6080
ΔE to the lowest compared entry with this formula, charge and spin in eV: 2.0270
Molar mass in g/mol: 85.04
Charge: -1
SMILES string: O=CC1=C([O-])O1

```
7
Properties=species:S:1:pos:R:3:nbo_charge:R:1
O -1.42 -0.60 -1.69 -0.6923
C -1.01 -0.47 -0.54 0.2853
C 0.22 -0.26 0.02 -0.1705
C 1.05 0.59 0.70 0.7315
O 1.39 1.19 1.68 -0.6465
O 1.49 0.42 -0.56 -0.5553
H -1.72 -0.87 0.39 0.0476
```

=====

Record 8
Computed, not measured: C3I3NO2 as an isolated structure, with wB97M-V/def2-TZVPD.

Calculated values
E in Ha: -1212.4200
ΔE to the lowest compared entry with this formula, charge and spin in eV: 3.9332
Molar mass in g/mol: 462.75

```
9
Properties=species:S:1:pos:R:3:nbo_charge:R:1
C 0.91 -0.19 0.50 -0.5292
C -0.46 0.22 0.53 0.2080
C 1.90 0.29 -0.17 0.7208
N -1.25 -0.37 -1.60 -0.3678
O 2.80 0.45 -0.85 -0.3805
O -1.37 0.20 -0.40 -0.2672
I 1.83 -1.34 2.18 0.1957
I -1.33 0.76 2.40 0.1718
I -3.03 -0.02 -2.57 0.2483
```

=====

Record 9
Computed, not measured: an isolated ion of composition C3IO2 and charge -1, with wB97M-V/def2-TZVPD.

Calculated values
E in Ha: -562.4798
ΔE to the lowest compared entry with this formula, charge and spin in eV: 1.8466
Molar mass in g/mol: 194.94
Charge: -1
SMILES string: O=C([O-])C#CI

```
6
Properties=species:S:1:pos:R:3:nbo_charge:R:1
O 1.94 1.11 0.03 -0.6950
C 1.51 -0.01 0.01 0.8653
O 1.88 -1.16 0.03 -0.6962
C -0.28 0.02 -0.02 -0.1880
C -1.49 0.04 -0.05 -0.4258
I -3.57 0.00 0.00 0.1396
```

=====

Record 10
Computed, not measured: C3InLiO6 as an isolated structure, with wB97M-V/def2-TZVPD.

Calculated values
E in Ha: -762.7612
Molar mass in g/mol: 253.79
Charge: +2

```
11
Properties=species:S:1:pos:R:3:mulliken_charge:R:1
C 1.07 -1.06 -0.02 1.0469
O 1.27 -2.26 0.14 -0.6648
C 2.16 0.04 0.21 0.5582
O 1.72 1.23 0.04 -0.4268
O 3.29 -0.29 0.52 -0.3738
Li -0.50 -2.61 -0.79 0.9040
In -0.09 1.30 -0.55 1.4328
O -0.07 -0.62 -0.47 -0.7800
O -3.97 0.97 0.58 -0.0776
O -1.90 1.82 0.00 -0.4095
C -2.98 1.50 0.33 0.7907
```

=====

Record 11
Computed, not measured: C3Li2O3Sn as an isolated structure, with wB97M-V/def2-TZVPD.

Calculated values
E in Ha: -568.7541
ΔE to the lowest compared entry with this formula, charge and spin in eV: 0.0000
Molar mass in g/mol: 216.62
Charge: +2

```
9
Properties=species:S:1:pos:R:3:nbo_charge:R:1
O 2.07 0.95 -0.85 -0.7342
C 1.31 -0.05 -0.89 0.7443
O 1.22 -0.89 -1.81 -0.7369
Li -0.34 -1.88 -1.54 0.9795
Li 1.52 2.01 0.59 0.9788
C 0.27 -0.12 0.21 -0.3034
C -0.76 -0.10 0.88 0.3213
O -1.93 -0.08 1.30 -0.9880
Sn -3.38 0.16 2.12 1.7386
```

=====

Record 12
Computed, not measured: C3Li2O3V as an isolated structure, with wB97M-V/def2-TZVPD.

Calculated values
E in Ha: -1298.8067
ΔE to the lowest compared entry with this formula, charge and spin in eV: 0.0000
Molar mass in g/mol: 148.86
2S+1: 5
Charge: +1

```
9
Properties=species:S:1:pos:R:3:lowdin_spin:R:1
O -2.52 0.74 -0.07 0.0075
C -1.48 1.23 0.06 0.0130
O -0.49 1.85 0.04 0.0796
V 1.74 1.69 0.09 3.7140
Li -2.41 -1.59 -0.09 0.0054
C -0.45 -1.50 0.19 0.0040
C 0.63 -0.91 0.02 0.0203
O 1.75 -0.24 0.04 0.1081
Li 3.23 -1.28 -0.26 0.0482
```

=====

Record 13
Computed, not measured: one molecule with the formula C3N2O3, with wB97M-V/def2-TZVPD.

Calculated values
E in Ha: -449.4857
ΔE to the lowest compared entry with this formula, charge and spin in eV: 2.2559
Molar mass in g/mol: 112.04
SMILES string: N#Cc1noc(=O)o1

```
8
Properties=species:S:1:pos:R:3:nbo_charge:R:1
N 3.11 -0.45 0.01 -0.1718
C 1.99 -0.16 -0.03 0.1958
C 0.61 0.13 0.00 0.3660
N 0.06 1.32 -0.02 -0.0628
O -1.28 1.04 0.01 -0.3076
C -1.56 -0.25 0.05 0.9369
O -2.63 -0.81 -0.04 -0.5263
O -0.29 -0.83 0.02 -0.4302
```

=====

Record 14
Computed, not measured: a 2-piece molecular cluster, C3N3P overall, with wB97M-V/def2-TZVPD.

Calculated values
E in Ha: -619.7264
ΔE to the lowest compared entry with this formula, charge and spin in eV: 3.8030
Molar mass in g/mol: 109.03

```
7
Properties=species:S:1:pos:R:3:nbo_charge:R:1
C -2.66 -1.47 0.33 0.4824
C 0.23 -0.45 -0.98 -0.0900
C 1.56 1.33 0.51 -0.1626
N -1.72 -0.98 0.78 -0.4887
N -0.63 -0.49 -1.75 -0.2637
N 1.82 2.46 0.68 -0.2046
P 1.41 -0.40 0.41 0.7271
```

=====

Record 15
Computed, not measured: an isolated ion of composition C3O2 and charge -1, with wB97M-V/def2-TZVPD.

Calculated values
E in Ha: -264.6034
ΔE to the lowest compared entry with this formula, charge and spin in eV: 0.9488
Molar mass in g/mol: 68.03
2S+1: 2
Charge: -1

```
5
Properties=species:S:1:pos:R:3:lowdin_spin:R:1
C -1.25 -0.78 -0.02 0.0459
C -0.01 -1.16 0.01 0.6773
O 1.06 -0.31 0.03 0.1088
C 0.67 0.97 0.00 0.0362
O -0.59 1.07 -0.03 0.1318
```

=====

Record 16
Computed, not measured: an isolated ion of composition C3O4S and charge -2, with wB97M-V/def2-TZVPD.

Calculated values
E in Ha: -813.4507
ΔE to the lowest compared entry with this formula, charge and spin in eV: 0.5318
Molar mass in g/mol: 132.10
Charge: -2
SMILES string: O=C([O-])C(=S)C(=O)[O-]

```
8
Properties=species:S:1:pos:R:3:nbo_charge:R:1
O -2.10 -0.44 1.07 -0.7728
C -1.44 -0.15 0.06 0.8409
O -1.65 0.32 -1.04 -0.7327
C 0.37 -0.64 0.22 -0.2550
S 0.44 -2.25 0.02 -0.2411
C 1.43 0.43 -0.01 0.6776
O 1.72 0.55 -1.20 -0.7432
O 1.70 1.16 0.93 -0.7737
```

=====

Record 17
Computed, not measured: C40H101LiN8O16 as an isolated structure, with wB97M-V/def2-TZVPD.

Calculated values
E in Ha: -3233.6512
ΔE to the lowest compared entry with this formula, charge and spin in eV: 0.0000
Molar mass in g/mol: 957.23

```
166
Properties=species:S:1:pos:R:3:mulliken_charge:R:1
Li 3.09 -0.24 0.21 0.6493
N 0.16 -0.48 0.86 -0.0546
O 0.32 -1.68 1.15 -1.0265
O -0.93 -0.02 0.57 -0.0297
O 1.11 0.30 0.72 0.0225
C 3.55 -4.42 1.08 -1.7760
C 3.84 -3.06 0.49 0.9632
C 3.39 -2.97 -1.01 -1.1523
O 3.38 -1.65 -1.58 -0.0104
C 4.53 -1.21 -2.18 -0.7453
N 3.26 -2.03 1.30 -0.0660
H 3.73 -4.45 2.15 0.4639
H 4.19 -5.22 0.70 0.5058
H 2.52 -4.77 0.97 0.2470
H 4.91 -2.87 0.44 0.1624
H 2.37 -3.36 -1.11 0.2758
H 4.04 -3.58 -1.64 0.5068
H 4.71 -1.75 -3.12 0.3295
H 5.37 -1.34 -1.51 0.3643
H 4.37 -0.18 -2.50 0.0298
H 2.27 -2.19 1.41 -0.0889
H 3.60 -2.31 2.21 0.3034
C 1.98 1.78 -2.16 -0.8925
O 2.92 1.41 -1.11 0.5153
C 3.84 2.35 -0.70 -0.7261
C 5.04 1.63 0.00 -0.9053
N 4.64 0.81 1.19 -0.0265
C 5.76 -0.08 1.61 0.2610
C 7.17 0.54 1.80 -0.8572
O 7.82 0.66 0.53 -0.3535
C 8.47 -0.54 0.17 -0.6617
H 1.39 0.90 -2.40 0.0973
H 2.52 2.07 -3.06 0.4085
H 1.36 2.62 -1.85 0.0995
H 3.26 2.86 0.06 0.0479
H 4.27 3.04 -1.42 0.4641
H 5.90 2.30 0.13 0.7282
H 5.51 1.01 -0.75 0.3467
H 4.37 1.50 1.88 0.0590
H 5.84 -0.89 0.88 -0.5429
H 5.41 -0.55 2.53 0.4272
H 7.76 -0.11 2.45 0.4184
H 7.15 1.53 2.26 0.3332
H 8.83 -0.64 -0.86 0.2891
H 7.79 -1.38 0.32 0.2065
H 9.41 -0.72 0.69 0.3312
C -3.90 6.78 -4.73 -0.8042
O -3.55 6.03 -3.57 -0.2304
C -3.42 6.74 -2.34 -0.8147
C -3.09 5.73 -1.19 -0.1150
N -4.14 4.76 -0.95 -0.3472
C -3.76 3.66 -0.02 -1.2867
C -2.75 2.64 -0.60 2.2818
O -3.18 2.35 -1.93 -0.6622
C -2.11 1.87 -2.73 -0.4242
H -4.93 7.12 -4.60 0.3086
H -3.74 6.08 -5.55 0.2222
H -3.21 7.60 -4.95 0.2947
H -4.40 7.19 -2.19 0.4098
H -2.63 7.48 -2.44 0.3727
H -3.01 6.26 -0.24 0.3603
H -2.10 5.29 -1.33 -0.0202
H -4.32 4.39 -1.87 0.3865
H -4.67 3.16 0.33 0.1969
H -3.32 4.09 0.88 0.3316
H -2.74 1.77 0.06 -1.3740
H -1.77 3.12 -0.55 0.3614
H -1.42 1.23 -2.18 -0.0354
H -1.54 2.70 -3.15 0.3636
H -2.51 1.23 -3.52 0.2095
C -5.55 -1.84 -1.75 -0.5464
O -5.46 -1.25 -0.44 -0.4878
C -4.09 -1.00 -0.04 0.2828
C -4.13 -0.24 1.31 0.4755
N -4.78 -1.03 2.36 -0.3683
C -3.72 -1.94 2.95 0.0543
C -4.23 -2.63 4.23 -0.8785
O -5.18 -3.64 3.89 -0.2983
C -5.75 -4.32 4.99 -0.7883
H -4.88 -1.29 -2.41 -0.0360
H -6.52 -1.64 -2.22 0.3964
H -5.29 -2.89 -1.86 0.2791
H -3.62 -0.35 -0.78 -0.2453
H -3.58 -1.94 0.17 0.4133
H -4.61 0.71 1.08 -0.0194
H -3.11 -0.09 1.66 -0.8985
H -5.41 -1.69 1.93 0.4655
H -2.83 -1.41 3.29 0.0609
H -3.49 -2.72 2.23 0.3154
H -4.69 -2.02 5.00 0.5110
H -3.33 -3.04 4.69 0.2916
H -5.10 -4.89 5.64 0.2940
H -6.52 -4.96 4.55 0.2545
H -6.24 -3.65 5.69 0.3187
C 2.37 -3.95 -7.23 -0.6488
O 1.12 -3.23 -7.08 -0.2764
C 0.02 -3.85 -7.79 -0.6631
C -1.20 -3.05 -7.38 -0.6865
N -1.58 -3.10 -5.95 -0.3527
C -2.57 -2.08 -5.61 -0.9273
C -2.62 -1.91 -4.09 -0.0866
O -1.36 -1.48 -3.61 -0.2597
C -1.06 -1.89 -2.26 0.2986
H 3.06 -3.82 -6.39 0.1427
H 2.79 -3.51 -8.14 0.2645
H 2.13 -5.00 -7.40 0.3113
H -0.14 -4.90 -7.56 0.4340
H 0.16 -3.70 -8.86 0.3883
H -1.99 -3.46 -8.01 0.3362
H -0.96 -2.04 -7.72 0.3910
H -0.75 -2.97 -5.39 0.2463
H -3.53 -2.33 -6.06 0.3545
H -2.27 -1.16 -6.12 0.3901
H -3.01 -2.83 -3.64 0.3482
H -3.30 -1.08 -3.93 0.1532
H -0.73 -2.92 -2.23 0.3723
H -1.94 -1.61 -1.68 -0.0615
H -0.23 -1.28 -1.91 -0.3942
C 2.96 0.81 5.10 -0.2413
O 2.34 -0.49 5.16 -0.4944
C 1.02 -0.47 4.61 -0.0256
C 0.29 -1.81 4.77 -0.5905
N 0.66 -2.88 3.79 -0.0452
C -0.07 -4.13 3.98 -0.4753
C 0.44 -5.26 2.99 0.0636
O 0.00 -6.57 3.45 -0.3948
C 0.81 -7.65 2.89 -0.7128
H 2.30 1.67 5.19 0.3086
H 3.50 0.92 4.16 -0.2474
H 3.77 0.82 5.82 0.3316
H 1.04 -0.19 3.56 -0.1789
H 0.52 0.28 5.23 0.5841
H -0.79 -1.69 4.68 0.1331
H 0.44 -2.11 5.80 0.5329
H 0.45 -2.54 2.87 0.0913
H -1.16 -4.02 4.03 -0.0474
H 0.19 -4.56 4.95 0.4725
H 1.52 -5.12 2.99 -0.0671
H 0.09 -5.04 1.99 0.3005
H 1.85 -7.40 3.11 0.2949
H 0.70 -7.68 1.81 0.2874
H 0.50 -8.63 3.26 0.2740
C -3.14 2.75 3.47 -0.5382
O -1.85 3.30 3.10 -0.5018
C -0.87 2.45 2.57 0.6262
C 0.58 3.00 2.69 0.3969
N 0.74 4.38 2.23 -0.4558
C 0.53 4.54 0.75 1.1538
C 0.64 5.99 0.28 -1.1090
O -0.49 6.72 0.82 -0.2472
C -0.54 8.09 0.37 -0.8681
H -3.97 3.42 3.27 0.3282
H -3.25 2.57 4.54 0.3505
H -3.35 1.82 2.94 0.0887
H -1.24 2.28 1.56 -0.5422
H -0.89 1.44 3.00 0.5806
H 1.29 2.46 2.08 -0.5762
H 0.97 2.86 3.70 -0.1661
H -0.09 4.84 2.58 0.4565
H -0.47 4.32 0.37 -0.2091
H 1.31 3.96 0.26 -0.6218
H 0.57 5.97 -0.81 0.4096
H 1.57 6.42 0.66 0.5583
H 0.28 8.64 0.82 0.3157
H -1.50 8.51 0.66 0.2336
H -0.47 8.06 -0.72 0.3353
```